Record 1
This record from the OMol25 dataset describes a 11-piece molecular cluster, C27H63Br6N5O12 overall at a distorted geometry. The level of theory is ωB97M-V/def2-TZVPD.

The geometry in XYZ format:
```
113
Properties=species:S:1:pos:R:3
Br 16.738 -19.439 9.906
Br 15.142 -22.314 -1.616
Br 17.688 -16.452 6.287
Br 17.481 -21.519 6.516
Br 18.523 -19.284 -1.895
Br 15.472 -19.703 4.266
O 20.085 -18.888 4.106
O 26.433 -18.344 6.353
O 21.483 -26.012 3.132
O 27.502 -18.167 4.478
O 27.265 -23.621 1.530
O 21.694 -22.068 -2.865
O 18.966 -20.894 1.725
O 20.660 -24.325 4.143
O 22.152 -20.057 -2.181
O 23.129 -13.889 3.736
O 23.063 -18.633 6.471
O 24.865 -12.833 4.334
N 20.140 -18.394 3.000
N 26.714 -17.779 5.315
N 21.685 -21.174 -2.060
N 21.173 -24.840 3.165
N 23.683 -12.832 4.019
C 22.056 -19.816 2.575
C 16.433 -18.351 8.257
C 22.689 -21.020 6.458
C 19.058 -17.263 1.064
C 22.444 -17.248 2.954
C 17.808 -21.500 4.591
C 21.567 -18.363 2.367
C 17.657 -17.486 8.009
C 19.096 -17.356 2.620
C 23.725 -19.896 6.515
C 20.988 -21.442 -0.742
C 22.980 -11.544 3.985
C 16.459 -21.312 3.837
C 17.714 -17.900 2.946
C 17.098 -20.370 -1.066
C 21.395 -18.167 0.846
C 26.201 -22.723 1.667
C 16.107 -20.695 -2.120
C 22.108 -18.437 7.503
C 21.542 -17.034 7.406
C 19.304 -15.991 3.303
C 25.998 -21.726 0.526
C 28.534 -23.001 1.729
C 21.243 -24.041 1.912
C 25.971 -16.498 5.072
C 29.598 -24.127 1.582
C 20.429 -17.043 0.476
H 20.647 -22.474 -0.759
H 16.329 -19.008 7.397
H 20.261 -20.705 -0.419
H 22.990 -19.830 2.002
H 22.381 -18.044 0.399
H 22.329 -20.035 3.607
H 16.661 -20.909 -3.033
H 22.721 -17.483 3.984
H 17.665 -18.219 3.987
H 18.286 -20.812 1.044
H 15.795 -22.136 4.096
H 18.334 -15.498 3.344
H 21.266 -19.128 7.425
H 24.373 -20.039 7.379
H 17.769 -16.774 8.825
H 22.189 -21.284 7.392
H 18.424 -20.642 4.331
H 18.630 -18.196 0.705
H 30.565 -23.975 2.074
H 17.611 -21.202 -0.593
H 23.363 -17.317 2.372
H 25.986 -16.026 6.054
H 24.185 -20.081 5.545
H 21.983 -16.264 2.940
H 25.887 -22.148 -0.472
H 26.235 -22.199 2.627
H 20.303 -24.152 1.368
H 20.913 -16.751 8.249
H 19.927 -15.349 2.678
H 21.923 -11.696 3.779
H 25.062 -21.172 0.636
H 16.870 -17.211 2.934
H 23.073 -11.176 5.006
H 20.986 -16.832 6.488
H 21.999 -24.435 1.240
H 26.396 -15.994 4.213
H 18.396 -16.499 0.653
H 20.930 -16.117 0.772
H 21.461 -20.629 2.163
H 29.315 -24.921 2.279
H 21.855 -20.864 5.771
H 20.985 -19.091 0.442
H 23.386 -10.820 3.285
H 24.910 -16.748 5.027
H 16.595 -21.373 2.760
H 23.189 -21.941 6.150
H 26.826 -21.021 0.608
H 22.632 -18.506 8.461
H 15.572 -17.783 8.592
H 18.523 -18.138 8.120
H 19.723 -15.974 4.308
H 28.641 -22.575 2.730
H 21.788 -21.469 0.000
H 18.389 -22.387 4.352
H 17.478 -18.785 2.357
H 29.848 -24.516 0.598
H 15.398 -19.929 -2.423
H 20.312 -16.999 -0.608
H 25.259 -23.279 1.666
H 22.356 -16.304 7.379
H 28.709 -22.195 1.014
H 16.725 -19.717 -0.278
H 21.224 -23.008 2.251
```

The HOMO energy is -8.290 eV. As for the frontier orbital gap: 5.663 eV. The total charge is 0. The total energy comes out at -17686.66524 a.u.


Record 2
This record from the OMol25 dataset describes a 10-piece molecular cluster, C27H63ClN9O9 overall at a distorted geometry. The level of theory is ωB97M-V/def2-TZVPD.

The geometry in XYZ format:
```
109
Properties=species:S:1:pos:R:3
Cl -0.538 -0.274 -0.395
O 4.529 1.041 -2.357
O 1.001 3.347 4.296
O 5.105 -0.701 2.585
O 1.675 5.103 -1.179
O -4.504 2.702 4.018
O -3.292 -3.937 -3.300
O 1.441 -5.740 -0.979
O -2.804 -1.831 4.223
O -3.191 1.531 -5.000
N -1.532 -2.779 -2.578
N -1.703 -0.658 2.697
N -1.701 0.447 -3.692
N -4.811 1.798 1.920
N -0.237 -5.171 0.346
N 3.060 2.777 3.886
N 0.656 5.734 -3.046
N 2.653 -0.015 -1.710
N 3.373 -2.126 3.123
C -0.717 -0.028 3.527
C 2.521 2.282 -2.357
C -0.107 -7.400 -0.422
C 2.413 -1.371 2.411
C 0.031 -3.783 0.639
C 3.329 1.042 -2.136
C -2.706 2.875 2.575
C 1.681 6.647 -3.564
C -2.802 -2.953 -2.765
C 1.794 3.029 3.460
C -2.752 1.243 -3.893
C 1.398 2.942 2.000
C -3.376 -2.077 1.867
C -3.723 -1.904 -2.207
C -2.583 -1.528 3.025
C 4.666 -1.718 3.174
C -4.323 1.481 0.606
C 0.480 -6.022 -0.366
C 4.202 2.195 3.206
C -4.073 2.426 2.898
C 0.703 5.011 -1.955
C 3.201 -1.403 -1.559
C -0.432 4.054 -1.600
C 5.590 -2.626 3.957
C -3.281 1.952 -2.626
C -0.477 -3.708 -2.982
C -0.902 -0.229 -4.739
H -4.318 1.765 -2.348
H -0.296 -3.624 -4.054
H -1.421 0.250 -2.742
H 5.188 -3.634 4.065
H -2.060 2.993 3.445
H 0.333 3.159 1.911
H 0.308 -7.910 -1.291
H -0.363 -3.693 1.651
H -0.959 -1.318 -4.712
H -3.620 -3.131 2.001
H -4.553 -2.408 -1.713
H -1.170 -2.052 -1.977
H 6.582 -2.590 3.507
H 5.645 -2.337 5.007
H 4.731 1.695 4.017
H 1.636 2.063 -2.955
H -5.137 1.094 -0.007
H -0.857 3.597 -2.494
H -3.158 2.992 -2.930
H 3.084 -3.011 3.514
H -2.657 1.687 -1.772
H 3.191 2.882 4.882
H 0.328 -7.918 0.433
H 0.095 0.064 -4.411
H -3.617 0.663 0.750
H 2.681 6.239 -3.413
H -0.154 3.167 -1.030
H 1.386 -1.720 2.524
H -1.140 0.772 4.134
H -4.226 -1.458 -3.065
H 3.044 3.201 -2.619
H -3.243 -1.088 -1.666
H 1.075 -3.513 0.476
H 0.154 0.346 2.988
H -3.932 2.357 0.088
H 3.641 -1.684 -0.602
H 3.884 -1.681 -2.362
H -5.749 1.452 2.064
H 1.696 0.046 -1.393
H -1.645 -0.527 1.697
H 2.536 -1.349 1.328
H -2.190 2.093 2.018
H 1.539 6.934 -4.606
H -0.243 5.778 -3.504
H -2.801 -2.005 0.944
H -1.209 0.191 -5.697
H 1.778 7.560 -2.978
H -0.683 -4.706 -2.595
H 3.900 1.560 2.373
H -0.337 -0.755 4.246
H -1.196 -7.427 -0.377
H -4.341 -1.597 1.701
H -1.236 4.598 -1.105
H 1.447 1.894 1.703
H 2.042 2.633 -1.443
H 2.120 3.496 1.399
H -0.579 -3.192 -0.044
H -1.041 -5.522 0.847
H 4.756 3.024 2.766
H 2.292 -0.346 2.763
H 0.476 -3.427 -2.535
H 2.318 -2.020 -1.724
H -2.685 3.721 1.889
```

The HOMO energy is -7.086 eV. As for the frontier orbital gap: 9.196 eV. The total charge is -1. The total energy comes out at -2696.96981 a.u. The calculation puts the energy above the lowest of the compared OMol25 structures with the same formula, charge and spin at 0.500 eV.


Record 3
This record from the OMol25 dataset describes a 9-piece molecular cluster, C27H63N9O9 overall. The level of theory is ωB97M-V/def2-TZVPD.

The geometry in XYZ format:
```
108
Properties=species:S:1:pos:R:3
O -5.463 5.219 -0.271
O 2.996 0.374 -0.152
O -2.250 4.063 -4.977
O -1.191 0.299 2.784
O 2.757 -2.914 2.321
O -1.706 -4.028 -0.960
O -0.054 4.644 -0.102
O -3.381 0.703 -1.714
O 5.491 -4.454 -1.547
N 0.852 0.937 -0.525
N 1.789 3.801 0.920
N 4.011 -2.919 4.198
N -4.204 3.983 1.147
N 0.143 -5.324 -0.992
N 0.788 -0.777 2.830
N -3.390 -0.420 -3.672
N -1.443 3.848 -2.875
N 4.826 -3.148 0.188
C 2.982 -3.360 3.453
C -0.484 2.821 -3.221
C 0.472 4.124 0.871
C 1.518 -1.413 -0.724
C 4.893 -1.847 3.757
C 5.469 -1.919 -0.254
C 1.560 0.449 2.851
C -3.613 0.686 -2.908
C -0.563 -0.748 2.744
C -1.080 -5.006 -3.048
C 0.415 -5.180 0.428
C 4.851 -4.297 -0.521
C 4.021 -5.420 0.072
C -0.359 3.754 2.077
C 2.705 4.102 -0.162
C -4.108 1.896 -3.665
C -1.249 -2.077 2.564
C -5.824 5.512 2.082
C -0.930 -4.742 -1.574
C -3.121 5.523 -3.284
C -5.168 4.899 0.866
C -0.579 0.762 -0.337
C -2.873 -1.652 -3.121
C -2.218 4.444 -3.815
C -3.439 3.350 0.113
C 1.857 0.027 -0.428
C 2.073 -4.359 4.096
H 0.188 3.722 3.019
H -4.035 3.747 2.107
H 2.873 3.221 -0.788
H 2.177 3.601 1.825
H -4.146 2.746 -2.990
H -1.617 -2.150 1.538
H 5.827 -1.918 4.316
H 2.301 4.893 -0.788
H -0.626 -5.948 -3.360
H 1.745 -5.086 3.354
H -1.303 4.337 -2.003
H -3.637 -2.413 -2.960
H 2.515 -4.867 4.950
H -0.593 -4.196 -3.596
H 0.364 2.889 -2.542
H -1.134 4.518 2.142
H -3.425 2.117 -4.486
H -0.151 2.963 -4.247
H -5.117 1.751 -4.055
H -2.105 -2.065 -3.781
H 3.447 -5.065 0.929
H -0.862 2.798 1.934
H 4.203 -3.393 5.062
H 4.116 -3.069 0.902
H 0.691 -4.154 0.659
H 3.334 -5.786 -0.689
H -3.525 6.130 -4.088
H 1.102 1.156 2.158
H 1.309 -1.635 2.741
H -2.595 6.204 -2.607
H -0.485 -5.473 0.974
H 4.459 -0.864 3.922
H -6.505 6.298 1.767
H 5.166 -1.991 2.714
H 1.189 1.887 -0.494
H -4.020 3.216 -0.791
H 0.710 -5.936 -1.549
H 1.189 -5.895 0.690
H -3.745 -0.424 -4.612
H -1.138 1.257 -1.128
H 4.688 -6.234 0.348
H 1.170 -3.832 4.413
H 6.127 -2.146 -1.087
H -2.097 -2.152 3.239
H -3.943 5.079 -2.718
H -6.355 4.766 2.669
H 1.135 -1.925 0.161
H 0.770 -1.494 -1.512
H -2.381 -1.443 -2.176
H -0.913 1.822 -3.110
H -0.586 -2.931 2.728
H 1.634 0.923 3.833
H 6.047 -1.498 0.568
H -0.906 1.143 0.626
H 2.561 0.222 2.486
H -2.130 -5.009 -3.324
H -0.855 -0.286 -0.444
H 4.724 -1.188 -0.570
H -5.065 6.010 2.693
H -3.075 2.372 0.424
H -2.561 3.967 -0.113
H 3.664 4.414 0.245
H 2.429 -1.917 -1.039
```

The HOMO energy is -9.005 eV. As for the frontier orbital gap: 9.140 eV. The total charge is 0. The total energy comes out at -2236.73629 a.u. Its SMILES is CNC(C)=O.CNC(C)=O.CNC(C)=O.CNC(C)=O.CNC(C)=O.CNC(C)=O.CNC(C)=O.CNC(C)=O.CNC(C)=O. The calculation puts the energy above the lowest of the compared OMol25 structures with the same formula, charge and spin at 0.000 eV.


Record 4
This record from the OMol25 dataset describes C27H64CrF8N2O19S4 as an isolated structure at a distorted geometry. The level of theory is ωB97M-V/def2-TZVPD.

The geometry in XYZ format:
```
125
Properties=species:S:1:pos:R:3
Cr 1.242 -0.338 1.813
S -0.043 1.014 -0.960
S 4.558 0.260 1.924
S -1.635 -0.773 0.149
S 3.991 -0.721 -0.053
F -0.517 -0.104 -3.510
F 1.549 0.389 -3.102
F 0.707 -1.396 -2.302
F -2.804 -0.197 2.487
F -3.935 0.360 0.619
F 2.724 -1.320 -0.841
F -2.290 1.554 1.354
F 3.853 1.057 3.147
O 4.334 0.238 -1.093
O 5.396 -0.732 2.622
O 2.711 3.801 0.691
O 5.310 1.361 1.337
O -1.321 1.745 -1.199
O -2.095 -0.842 -1.254
O -4.922 -1.562 -2.091
O -1.630 -2.040 0.865
O 1.163 1.897 -0.772
O -0.018 1.250 -8.679
O -2.503 -1.528 5.445
O 0.266 -0.811 5.414
O 1.266 1.840 2.135
O 1.357 -2.533 1.232
O 4.768 -1.965 0.046
O -0.169 -0.712 3.258
O 4.460 -3.348 -5.764
O 1.640 -0.834 3.713
O -5.685 3.935 4.300
N 0.022 -0.022 0.307
N 3.084 -0.228 1.186
C -5.057 -2.870 -2.612
C 3.451 5.993 1.202
C 0.756 2.719 3.104
C -5.231 4.132 3.001
C -3.848 4.750 2.876
C 2.450 -3.106 -4.463
C 4.706 -3.217 -3.458
C -4.776 -1.097 5.301
C -5.271 2.692 2.267
C 2.142 -3.504 1.900
C 0.584 0.932 -6.254
C -2.768 0.324 1.230
C 0.130 3.945 2.523
C -3.772 -2.160 5.541
C 4.737 4.391 -0.211
C -5.667 -2.729 -4.047
C 1.662 2.999 4.290
C 0.484 -0.125 -2.553
C -3.785 -3.301 4.520
C 1.137 -0.715 -8.207
C -3.607 -3.272 -2.648
C 3.966 -2.712 -4.591
C 1.203 -4.204 2.875
C 0.556 -0.802 4.240
C 3.851 4.551 1.014
C 0.114 0.268 -7.640
C 2.766 -4.407 0.797
H 1.203 -1.614 -7.594
H 2.490 3.839 -0.243
H 4.222 4.922 -1.011
H 1.700 -2.682 -5.130
H -4.622 -3.985 4.658
H 4.471 -2.693 -2.531
H -3.238 4.114 3.517
H 0.737 1.842 -8.670
H 2.511 3.508 3.834
H 4.270 6.710 1.145
H 4.323 4.053 1.862
H -0.865 -0.207 -7.585
H -5.613 -3.541 -1.958
H -0.453 4.581 3.190
H 1.310 3.757 4.989
H 0.998 0.210 -5.550
H 0.881 -3.531 3.669
H -2.476 -1.133 4.571
H -6.723 -2.477 -4.137
H -5.714 -1.589 5.045
H 2.863 6.323 0.346
H 1.764 -4.945 3.444
H -4.656 2.735 1.368
H 4.429 -4.261 -3.311
H 4.967 3.380 -0.548
H -3.174 -3.581 -1.697
H 0.724 -3.141 0.843
H 2.316 -4.178 -4.611
H -0.277 1.421 -5.800
H -3.419 -4.118 -3.310
H 5.773 -3.158 -3.674
H 0.842 -0.975 -9.224
H 5.375 -3.107 -5.923
H -0.110 2.227 3.545
H -4.882 1.880 2.881
H -0.574 3.607 1.763
H -5.215 -2.029 -4.750
H -3.898 -2.597 6.531
H -3.965 -1.496 -2.053
H -2.870 -3.887 4.607
H 0.803 4.672 2.069
H 2.161 -2.874 -3.438
H 3.702 -4.021 0.393
H 4.011 -1.623 -4.591
H 1.740 2.483 1.602
H -3.419 4.834 1.878
H -5.551 -3.688 -4.551
H 2.136 -4.762 -0.018
H -2.901 -2.596 -3.129
H -3.638 -2.951 3.498
H 3.082 -5.317 1.308
H -3.801 5.758 3.289
H 2.112 -0.269 -8.406
H -4.521 -0.390 4.511
H -5.188 4.622 4.751
H 5.644 4.886 0.137
H -6.239 2.424 1.843
H 2.968 -3.016 2.417
H 1.332 1.670 -6.544
H -5.075 -0.599 6.223
H 0.367 -4.686 2.366
H -5.933 4.834 2.549
H 3.052 6.200 2.196
H 1.980 2.052 4.728
```

The HOMO energy (alpha / beta) is -6.582 / -6.771 eV. As for the frontier orbital gap (alpha / beta): 7.026 / 7.572 eV. The multiplicity is 4. The total charge is -1. The total energy comes out at -6042.24013 a.u.